This record from OMol25 describes a structure of composition C23H28BBeCl2F3LiN3NaO16S. The level of theory is wB97M-V/def2-TZVPD.

Cartesian coordinates (Å):
1 H -3.24833 6.87130 1.23897
2 O -3.47868 -1.09260 -6.20758
3 C 1.22457 -5.36914 4.14596
4 O -2.94476 4.97277 -3.69435
5 H 2.90737 7.01062 0.95943
6 O 0.19066 -4.83441 2.08623
7 H -5.40106 -1.75089 -7.82264
8 C 3.54253 6.24888 0.49209
9 H 0.65377 -6.49853 7.75487
10 O -3.46362 4.41447 -1.68239
11 H -0.74010 -4.79677 1.77552
12 H 1.80397 5.71939 -0.71281
13 H -0.54278 7.54846 -0.04749
14 H 0.83414 0.89948 -2.05994
15 B 0.74653 -1.13269 -1.78257
16 O 4.09083 -3.48016 0.44135
17 N 0.95013 4.95624 1.03751
18 H 5.01750 4.83383 1.13531
19 O -2.22863 -5.30130 3.29587
20 H 3.40856 3.45174 2.22591
21 O 4.29085 -4.11824 2.80055
22 C 1.38957 -2.24495 -0.71426
23 H -1.37606 6.45536 2.84877
24 H -2.10991 4.94148 2.28989
25 C -4.20256 -4.95551 -7.35271
26 H 0.82610 -3.27164 -0.93111
27 F 3.96584 -1.05862 2.38052
28 C -3.69410 -2.24702 -6.55026
29 O -3.62353 6.46793 -2.30403
30 C -1.31243 -5.90161 5.39184
31 S 4.93704 -3.48553 1.64263
32 H 4.51769 5.94227 2.42727
33 H -5.84398 -4.10172 -8.51820
34 Cl -0.16108 -2.78387 -3.58516
35 O -0.27670 -6.46669 7.44229
36 C 1.14114 -5.78335 5.55499
37 C 3.04382 4.42395 1.88319
38 H 2.21268 -5.19363 3.73958
39 Be -1.54833 1.64941 -1.71799
40 O -4.41799 -6.10993 -7.69540
41 C -1.58814 -1.89289 -1.48320
42 C -2.85990 -3.36138 -6.05882
43 Li -0.94398 -7.75773 8.83227
44 H 2.37926 4.83794 2.64936
45 C 0.11999 -5.22092 3.41203
46 C 5.15379 -1.68906 2.10965
47 C -0.17185 5.34413 1.46253
48 O -2.17080 -1.01624 -0.45428
49 O -2.07225 -3.16525 -1.52009
50 O 2.27665 4.25708 0.68285
51 N -0.54105 -1.48537 -2.50917
52 C -4.79927 -2.57996 -7.47090
53 H 4.27074 6.75553 -0.14629
54 C -0.20754 -6.05310 6.12458
55 C 2.68602 5.25533 -0.26215
56 F 5.75174 -0.94782 1.12232
57 H -2.49561 -5.45164 -6.08034
58 C -1.51026 7.80744 0.39409
59 F 5.93029 -1.51571 3.22719
60 C -5.03677 -3.84115 -7.84415
61 H -1.79822 -0.07116 -0.51294
62 N -3.34400 5.28505 -2.56022
63 H -2.08759 8.33122 -0.37435
64 H 1.14673 -1.86597 0.38332
65 C -2.26264 6.56844 0.86907
66 H -1.33613 8.50277 1.22333
67 C -3.09740 -4.62257 -6.43208
68 H -2.29930 -6.09202 5.79380
69 H -2.42977 5.90481 0.01182
70 H 3.25848 4.75468 -1.05019
71 O 2.13714 -5.91371 6.25866
72 C -1.23095 -5.46401 3.98953
73 Cl 0.62920 2.91948 -2.00352
74 H -2.05269 -3.10081 -5.38478
75 Na -3.44833 -3.19059 -0.11549
76 C 4.16701 5.38344 1.55594
77 C -1.52439 5.81163 1.97501
78 H 2.54283 -2.40395 -0.90655
79 O 6.29295 -3.99254 1.39041
80 O 1.48524 0.14777 -1.90986

Computed properties:
orbital gap: 2.65 eV
E_LUMO: -6.3 eV
charge: +1
HOMO: -8.904 eV